1) C4H9NOS | ωB97M-V/def2-TZVPD

The geometry in ORCA input format:
```
! RIJCOSX wB97M-V def2-TZVPD def2/J DEFGRID3
* xyz 0 1
C 2.244 -0.795 0.475
N 1.887 0.258 -0.491
C 0.603 0.781 -0.470
O 0.360 1.966 -0.591
C -0.491 -0.140 0.070
C -1.871 0.345 -0.409
S -3.211 -0.677 0.241
H 1.905 -0.705 1.505
H 1.830 -1.714 0.055
H 3.329 -0.918 0.484
H 2.496 1.057 -0.641
H -0.480 -0.309 1.138
H -0.359 -1.103 -0.440
H -2.024 1.282 0.137
H -2.001 0.497 -1.483
H -4.216 0.177 0.420
*
```

Summary:
HOMO-LUMO gap: 0.363 Ha
SMILES string: CNC(=O)CCS
LUMO level: 0.0297 Ha
HOMO: -9.1 eV

2) C4H9NOS | ωB97M-V/def2-TZVPD

The geometry in ORCA input format:
```
! RIJCOSX wB97M-V def2-TZVPD def2/J DEFGRID3
* xyz 0 1
C 2.258 0.093 -0.411
N 1.047 -0.779 -0.191
C -0.172 -0.020 -0.161
C -1.488 -0.813 0.215
S -2.800 0.473 0.045
C -0.228 1.096 0.821
O 0.120 1.010 2.047
H 3.084 -0.491 -0.621
H 2.047 0.777 -1.256
H 2.516 0.741 0.516
H 1.191 -1.198 0.765
H -0.496 0.352 -1.213
H -1.634 -1.667 -0.462
H -1.518 -1.011 1.286
H -3.149 -0.503 -1.749
H -0.778 1.941 0.369
*
```

Summary:
HOMO-LUMO gap: 0.270 Ha
LUMO level: -0.0624 Ha
HOMO: -9.0 eV

3) C4H9NOS | ωB97M-V/def2-TZVPD

The geometry in ORCA input format:
```
! RIJCOSX wB97M-V def2-TZVPD def2/J DEFGRID3
* xyz 0 1
C 0.110 -1.453 0.692
C -0.252 -0.598 1.962
C -0.415 0.350 -0.603
C -0.028 1.555 -1.553
N 0.620 -0.526 -0.351
O -2.663 0.494 1.198
S -1.226 0.876 1.359
H 0.727 -2.360 0.894
H -0.928 -1.693 0.337
H -0.793 -1.119 2.728
H 0.637 -0.187 2.296
H -1.188 -0.303 -1.088
H 0.677 1.247 -2.330
H 0.411 2.455 -1.106
H -0.996 1.865 -1.965
H 1.492 -0.126 0.041
*
```

Summary:
HOMO-LUMO gap: 0.330 Ha
LUMO level: 0.0279 Ha
HOMO: -8.2 eV

Short version: 2) is the least stable of them.

1) C4H9NOS | ωB97M-V/def2-TZVPD

The geometry in ORCA input format:
```
! RIJCOSX wB97M-V def2-TZVPD def2/J DEFGRID3
* xyz 0 1
N -1.046 -2.756 0.296
C -0.125 -1.752 0.510
O 0.505 -1.711 1.546
C 0.257 -0.957 -0.720
C -0.644 0.287 -0.863
C -0.504 1.425 0.177
S 0.781 2.628 -0.220
H -0.987 -3.580 0.876
H -1.189 -3.024 -0.666
H 0.035 -1.513 -1.622
H 1.270 -0.615 -0.570
H -1.701 0.025 -0.746
H -0.572 0.697 -1.875
H -0.352 0.957 1.148
H -1.462 1.921 0.198
H 1.516 1.804 -0.970
*
```

Summary:
HOMO-LUMO gap: 0.357 Ha
SMILES string: NC(=O)CCCS
LUMO level: 0.0248 Ha
HOMO: -9.0 eV

2) C4H9NOS | ωB97M-V/def2-TZVPD

The geometry in ORCA input format:
```
! RIJCOSX wB97M-V def2-TZVPD def2/J DEFGRID3
* xyz 0 1
O -0.029 -1.679 -1.660
C -0.839 -1.174 -0.821
C -1.507 -1.643 0.344
C 2.391 0.216 -1.138
C 1.502 1.025 -0.598
S 0.089 2.198 1.542
N -2.056 -0.626 1.188
H -1.262 -0.120 -0.994
H -1.295 -2.622 0.830
H 1.983 -0.816 -1.313
H 3.391 0.525 -1.495
H 0.710 0.453 -0.061
H 1.468 2.067 -0.496
H -0.848 3.100 1.195
H -2.465 -0.946 2.045
H -1.236 0.041 1.431
*
```

Summary:
HOMO-LUMO gap: 0.149 Ha
LUMO level: -0.1449 Ha
HOMO: -8.0 eV

Short version: 2) is the least stable of them.

1) C4H9NOS | ωB97M-V/def2-TZVPD

The geometry in ORCA input format:
```
! RIJCOSX wB97M-V def2-TZVPD def2/J DEFGRID3
* xyz 0 1
N -0.980 -1.874 -1.309
C 0.356 -1.464 -1.153
O 1.346 -2.190 -1.062
C 0.447 0.088 -1.162
C -0.700 0.808 -0.448
C -0.687 0.509 1.048
S 0.286 1.865 1.774
H -1.053 -2.834 -1.496
H -1.488 -1.530 -0.464
H 0.737 0.554 -2.115
H 1.360 0.332 -0.645
H -1.683 0.548 -0.871
H -0.595 1.942 -0.506
H -0.277 -0.447 1.414
H -1.719 0.726 1.332
H -0.262 1.857 2.921
*
```

Summary:
HOMO-LUMO gap: 0.367 Ha
SMILES string: NC(=O)CCCS
LUMO level: 0.0267 Ha
HOMO: -9.3 eV

2) C4H9NOS | ωB97M-V/def2-TZVPD

The geometry in ORCA input format:
```
! RIJCOSX wB97M-V def2-TZVPD def2/J DEFGRID3
* xyz 0 1
C -0.274 -1.857 0.559
C -0.177 -0.331 0.503
C -1.233 0.515 -0.371
S -1.028 0.069 -2.142
N 1.128 0.039 0.296
C 1.825 0.561 1.474
O 1.165 1.093 2.311
H 0.212 -2.484 1.281
H 0.029 -2.290 -0.372
H -1.366 -2.164 0.528
H -0.645 -0.007 1.622
H -2.285 0.361 -0.147
H -1.069 1.595 -0.223
H -1.023 1.261 -2.755
H 1.587 -0.438 -0.608
H 2.949 0.718 1.383
*
```

Summary:
HOMO-LUMO gap: 0.363 Ha
SMILES string: C[C@H](CS)NC=O
LUMO level: 0.0274 Ha
HOMO: -9.1 eV

3) C4H9NOS | ωB97M-V/def2-TZVPD

The geometry in ORCA input format:
```
! RIJCOSX wB97M-V def2-TZVPD def2/J DEFGRID3
* xyz 0 1
C -1.483 -0.460 0.915
N -0.310 -0.135 0.077
C -0.821 0.469 -1.214
C 0.755 0.442 0.812
C 2.110 -0.278 -0.240
O 1.671 -1.400 -0.668
S 3.423 0.689 -0.368
H -1.195 -0.643 1.905
H -2.128 0.453 1.019
H -1.995 -1.280 0.388
H -1.428 1.408 -1.033
H 0.094 0.796 -1.805
H -1.290 -0.179 -1.979
H 1.188 1.509 0.857
H 0.839 -0.071 1.808
H 0.570 -1.320 -0.473
*
```

Summary:
HOMO-LUMO gap: 0.313 Ha
SMILES string: CN(C)CC(O)=S
LUMO level: 0.0205 Ha
HOMO: -8.0 eV

Short version: 3) is the least stable of them.

1) C4H9NOS | ωB97M-V/def2-TZVPD

The geometry in ORCA input format:
```
! RIJCOSX wB97M-V def2-TZVPD def2/J DEFGRID3
* xyz 0 1
C -1.325 -2.404 -1.172
N -0.921 -1.569 -0.056
C -0.386 -0.166 -0.314
C 1.169 -0.114 -0.757
O 1.947 -0.756 -0.144
C -0.524 0.589 0.962
S 0.116 2.257 0.743
H -0.632 -3.289 -1.375
H -2.405 -2.854 -0.953
H -1.424 -1.840 -2.110
H -0.221 -2.068 0.414
H -0.881 0.210 -1.197
H 1.393 0.574 -1.702
H -1.591 0.658 1.265
H -0.152 0.172 1.933
H 1.328 1.925 1.070
*
```

Summary:
HOMO-LUMO gap: 0.358 Ha
SMILES string: CN[C@H](C=O)CS
LUMO level: 0.0312 Ha
HOMO: -8.9 eV

2) C4H9NOS | ωB97M-V/def2-TZVPD

The geometry in ORCA input format:
```
! RIJCOSX wB97M-V def2-TZVPD def2/J DEFGRID3
* xyz 0 1
C 1.859 -2.026 -0.121
C 2.313 -0.570 -0.335
C -2.560 0.667 0.382
C -1.024 0.530 0.432
N 1.075 -0.858 0.225
O -0.163 -0.186 -1.962
S -0.414 -0.752 -0.624
H 1.451 -2.814 -0.918
H 2.216 -2.547 0.702
H 3.145 -0.231 0.357
H 2.421 -0.425 -1.406
H -2.790 0.651 -0.699
H -3.043 -0.225 0.680
H -2.856 1.610 0.754
H -0.732 0.385 1.455
H -0.715 1.592 0.197
*
```

Summary:
HOMO-LUMO gap: 0.371 Ha
LUMO level: 0.0352 Ha
HOMO: -9.1 eV

Short version: 2) is the least stable of them.

1) C4H4F2 | ωB97M-V/def2-TZVPD

The geometry in ORCA input format:
```
! RIJCOSX wB97M-V def2-TZVPD def2/J DEFGRID3
* xyz 0 1
C -1.229 0.237 -1.155
C -0.305 -0.134 -0.279
C 0.047 -0.245 1.193
C 1.087 -0.193 0.018
F 1.809 1.104 -0.061
F 1.915 -1.184 -0.255
H -0.974 0.324 -2.131
H -2.230 0.481 -0.982
H 0.172 0.696 1.843
H -0.293 -1.086 1.808
*
```

Summary:
HOMO-LUMO gap: 0.408 Ha
SMILES string: C=C1CC1(F)F
LUMO level: 0.0198 Ha
HOMO: -10.6 eV

2) C4H4F2 | ωB97M-V/def2-TZVPD

The geometry in ORCA input format:
```
! RIJCOSX wB97M-V def2-TZVPD def2/J DEFGRID3
* xyz 0 1
C 0.204 0.083 0.320
C -1.017 0.018 -0.650
C -2.263 0.608 -0.119
F -2.820 1.786 0.159
C -2.338 -0.704 -0.111
F -3.041 -1.815 0.197
H -0.262 -0.101 1.353
H 0.552 1.131 0.307
H 0.961 -0.670 0.029
H -0.686 0.290 -1.670
*
```

Summary:
HOMO-LUMO gap: 0.376 Ha
SMILES string: CC1C(F)=C1F
LUMO level: 0.0280 Ha
HOMO: -9.5 eV

Short version: 2) is the least stable of them.

1) C4H4F2 | ωB97M-V/def2-TZVPD

The geometry in ORCA input format:
```
! RIJCOSX wB97M-V def2-TZVPD def2/J DEFGRID3
* xyz 0 1
C -0.892 -0.269 -1.790
C 1.321 0.818 1.386
C -0.054 -0.463 -0.874
C 0.283 0.810 0.649
F 0.781 -1.512 -0.788
F -0.777 1.573 0.799
H -0.769 -0.835 -2.655
H -1.395 0.614 -1.840
H 1.561 1.706 2.009
H 2.079 0.106 1.020
*
```

Summary:
HOMO-LUMO gap: 0.418 Ha
LUMO level: 0.0410 Ha
HOMO: -10.3 eV

2) C4H4F2 | ωB97M-V/def2-TZVPD

The geometry in ORCA input format:
```
! RIJCOSX wB97M-V def2-TZVPD def2/J DEFGRID3
* xyz 0 1
C 1.903 0.481 0.001
C 2.447 -0.702 0.173
C 0.369 0.608 0.191
C -0.206 -0.725 -0.213
F 2.620 1.660 -0.102
F 3.664 -1.181 -0.020
H 0.374 0.985 1.263
H 0.126 1.293 -0.592
H -0.522 -0.958 -1.192
H -0.552 -1.233 0.650
*
```

Summary:
HOMO-LUMO gap (spin up / spin down): 0.357 / 0.301 Ha
LUMO level (spin up / spin down): -0.0025 / -0.0265 Ha
HOMO (spin up / spin down): -9.8 / -8.9 eV

Short version: 2) is the least stable of them.